No. 1
9
Properties=species:S:1:pos:R:3 method="wB97M-V/def2-TZVPD" e_above_lowest_kcal_mol=84.7 homo_lumo_gap_ha="0.3307 / 0.3312"
C -0.389 -0.946 0.060
C -1.578 -0.322 0.156
C 1.419 0.611 -0.128
F -2.766 -0.911 0.468
F 1.391 1.064 1.137
Cl -1.946 1.169 -0.647
Cl 2.852 -0.111 -0.689
H 0.025 -1.916 0.497
H 0.992 1.362 -0.853

No. 2
42
Properties=species:S:1:pos:R:3 method="wB97M-V/def2-TZVPD" e_above_lowest_kcal_mol=0.0 total_charge=-2 spin_multiplicity=4 homo_lumo_gap_ha="0.3062 / 0.3496"
V -28.294 4.170 -18.873
P -26.243 3.499 -17.058
F -27.721 2.791 -17.009
F -26.411 3.728 -15.431
F -25.453 2.162 -16.702
F -24.905 4.367 -16.941
F -26.206 3.302 -18.671
F -27.111 4.927 -17.204
P -30.162 6.762 -19.748
F -29.778 8.246 -20.209
F -28.735 6.469 -18.968
F -30.779 7.329 -18.383
F -30.437 5.199 -19.239
F -31.593 6.844 -20.462
F -29.530 6.195 -21.100
P -29.618 1.940 -20.654
F -31.091 1.631 -21.236
F -29.660 0.555 -19.839
F -28.970 1.191 -21.900
F -28.222 2.309 -19.813
F -29.527 3.318 -21.431
F -30.309 2.735 -19.381
C -25.985 7.096 -21.770
F -26.971 7.816 -21.276
F -25.808 7.439 -23.042
F -24.852 7.296 -21.100
S -26.427 5.264 -21.753
O -25.189 4.566 -21.882
O -27.109 5.064 -20.493
N -27.484 5.129 -22.980
S -26.752 4.734 -24.365
O -27.627 5.178 -25.417
O -25.358 4.983 -24.540
C -26.937 2.886 -24.443
F -26.419 2.264 -23.394
F -28.205 2.522 -24.576
F -26.286 2.490 -25.560
C -30.261 4.530 -14.863
Cl -30.104 4.236 -16.575
Cl -31.138 6.034 -14.519
H -30.858 3.763 -14.375
H -29.314 4.495 -14.331